[1]
Below is a single C33H47NO7P2S2 molecule, with properties calculated with ωB97M-V/def2-TZVPD.

Geometry as XYZ:
```
92
Properties=species:S:1:pos:R:3:mulliken_charge:R:1
S -0.05 -0.49 0.57 1.023
S 0.57 5.59 2.05 -0.265
P -0.09 0.09 3.69 0.681
P 2.16 2.07 -3.80 -0.061
O 5.73 -0.79 -2.28 -0.130
O -5.68 -1.27 1.81 -0.412
O 1.22 -0.83 3.29 -0.557
O -4.78 -2.59 3.40 -0.580
O 0.47 0.63 5.13 -0.556
O 7.71 -0.28 -3.22 -0.511
O 5.73 -2.25 -4.00 -0.562
N 0.47 1.76 -1.22 0.239
C 5.22 -1.32 -3.47 -0.178
C -1.45 3.67 4.57 -0.818
C 2.91 -0.52 -2.85 0.956
C 7.06 -0.47 -2.24 0.663
C 1.76 -2.88 -0.09 -1.837
C -3.48 -0.73 2.65 -0.118
C 0.60 3.44 0.51 -1.134
C -6.04 -2.28 0.85 -0.740
C 0.04 3.41 4.27 -1.800
C 2.79 -1.62 -2.01 -0.835
C 0.23 1.17 1.15 -0.397
C -2.77 -3.03 -0.50 0.210
C 0.49 3.82 1.84 0.555
C 0.40 -3.61 -0.16 -0.573
C 1.24 0.61 -1.56 -1.563
C 3.99 -0.59 -3.92 -0.790
C -4.68 -1.63 2.67 0.350
C 1.88 -1.66 -0.96 -0.172
C -0.43 -3.37 -1.43 0.265
C -1.84 -3.97 -1.28 -1.402
C 2.10 0.61 -2.68 1.295
C -4.26 -3.37 -0.69 -0.816
C 1.12 -0.51 -0.75 0.961
C -2.33 2.44 4.70 0.687
C 0.18 1.52 2.51 -0.193
C -3.79 2.84 4.96 -1.547
C -5.20 -2.18 -0.43 -0.708
C 0.26 2.89 2.87 0.526
C 2.44 1.41 -5.51 -1.226
C 0.44 2.11 0.16 -0.316
C 0.40 2.59 -4.07 -0.664
C -0.58 1.46 -4.39 -0.829
C 7.55 -0.32 -0.83 -1.097
H 1.33 5.66 3.15 0.180
H -2.30 1.86 3.78 -0.282
H -5.95 -3.26 1.31 0.410
H -2.00 1.84 5.55 0.256
H -0.37 1.08 -5.39 0.328
H -3.40 -0.19 3.59 0.291
H 3.48 1.54 -5.77 0.361
H -4.54 -4.19 -0.03 0.373
H -0.19 -3.38 0.72 0.190
H 1.91 -2.56 0.94 0.173
H -3.88 3.30 5.94 0.398
H -0.46 0.62 -3.71 -0.007
H -2.26 -4.16 -2.27 0.523
H 0.50 4.40 4.33 0.201
H -4.41 -3.73 -1.71 0.452
H 7.35 0.70 -0.50 0.281
H -4.41 1.94 5.00 0.403
H -7.10 -2.13 0.65 0.321
H -1.82 4.29 3.74 0.359
H -2.55 -3.11 0.57 0.074
H 0.49 3.24 -4.94 0.618
H 1.39 0.92 5.06 0.367
H -2.62 -2.01 -0.83 0.198
H 1.81 -0.40 2.66 0.409
H -2.59 -1.33 2.50 -0.041
H 2.58 -3.55 -0.33 0.572
H 8.61 -0.53 -0.79 0.341
H -0.56 -2.30 -1.62 -0.155
H 0.93 2.54 -1.67 0.054
H 0.60 -4.68 -0.13 0.529
H -3.56 0.00 1.85 0.257
H 1.81 1.99 -6.18 0.492
H 0.08 -3.82 -2.28 0.399
H 0.05 3.23 -3.26 0.369
H 7.00 -0.98 -0.16 0.306
H -4.64 -1.25 -0.41 0.382
H -1.61 1.80 -4.38 0.363
H 0.53 2.83 5.03 0.403
H -1.76 -4.91 -0.74 0.288
H 2.18 0.36 -5.60 0.348
H -5.89 -2.10 -1.27 0.472
H -4.17 3.50 4.18 0.359
H 3.63 -1.05 -4.84 0.550
H -1.52 4.28 5.47 0.433
H 0.76 4.18 -0.26 0.570
H 4.34 0.43 -4.11 0.294
H 3.41 -2.49 -2.17 0.513
```

Summary:
- Electronic energy: -91056.254 eV
- Kohn-Sham gap: 8.227 eV
- Multiplicity: 1
- E_HOMO: -0.298 hartree
- LUMO: 0.12 eV

[2]
Below is a molecular structure, C33H48AlP2, with properties calculated with ωB97M-V/def2-TZVPD.

Geometry as XYZ:
```
84
Properties=species:S:1:pos:R:3:mulliken_charge:R:1
P -1.52 -0.74 0.66 1.396
P 0.12 0.64 -1.27 1.487
Al -0.37 1.37 0.98 -1.845
C -0.82 -0.95 -1.05 -0.357
C -3.30 -0.55 0.35 -1.195
C 0.75 1.26 4.10 -0.827
C -1.29 -2.32 1.54 -1.250
C 2.86 -0.42 2.39 -1.007
C 1.73 0.27 -2.01 -1.169
C 0.94 2.67 1.97 0.318
C 2.41 2.77 2.04 -0.752
C 0.03 3.39 1.11 0.694
C -2.57 3.70 1.00 -1.403
C -0.93 -1.66 -4.88 -0.209
C -3.05 -0.39 -5.44 -0.750
C -2.12 -3.60 -3.68 -0.709
C -1.23 2.21 2.68 0.532
C -1.61 -0.52 -5.06 -0.693
C -1.51 -3.03 -4.98 -1.016
C 2.39 -1.30 1.47 -0.257
C -0.88 1.55 -2.49 -0.777
C 4.04 -0.62 3.10 1.167
C 4.56 0.32 4.04 -0.158
C 6.47 -1.15 4.44 -0.531
C -3.87 -1.79 -3.43 0.057
C 0.46 4.38 0.08 -1.686
C 4.78 -1.86 2.85 0.906
C 4.28 -2.79 1.91 -1.078
C 0.16 1.95 2.93 0.393
C -2.33 1.74 3.57 -1.624
C 5.75 0.04 4.70 -0.604
C -4.02 -1.47 -4.88 -1.015
C -3.04 -2.70 -2.90 -0.614
C 5.99 -2.09 3.52 -0.832
C 3.11 -2.54 1.23 -1.410
C -1.32 3.10 1.54 1.037
H 1.45 4.11 -0.31 0.482
H 2.18 1.20 -2.37 0.429
H -0.68 -3.71 -5.26 0.424
H -3.52 0.45 -0.03 0.311
H 0.54 5.39 0.52 0.334
H -2.44 3.98 -0.05 0.340
H 0.16 -1.63 -4.72 0.403
H 1.63 -0.43 -2.85 0.300
H -3.26 1.58 3.01 0.376
H 4.86 -3.70 1.76 0.306
H -1.30 -3.91 -3.01 0.331
H -2.04 0.80 4.05 0.466
H 2.72 -3.26 0.51 0.391
H -1.06 0.43 -5.05 0.999
H 7.40 -1.34 4.95 0.370
H -3.14 -0.40 -6.54 0.308
H -2.65 -4.54 -3.94 0.362
H 2.72 3.05 3.06 0.224
H -3.07 -2.90 -1.83 0.578
H 2.40 -0.16 -1.26 0.326
H -1.61 -1.07 -1.80 -0.563
H -3.41 0.60 -5.12 0.290
H 4.00 1.25 4.22 0.198
H -2.52 2.47 4.37 0.328
H -0.31 2.41 -2.85 0.585
H -3.84 -0.69 1.30 0.487
H -4.59 -1.27 -2.78 0.400
H 6.54 -3.00 3.32 0.369
H -1.12 0.90 -3.33 -0.424
H -1.89 -2.30 2.46 0.435
H -5.03 -1.07 -5.03 0.425
H -3.95 -2.37 -5.51 0.328
H -0.25 4.43 -0.75 0.395
H 1.31 1.98 4.72 0.261
H 1.46 0.51 3.73 -0.128
H -2.86 4.60 1.56 0.358
H 1.48 -1.11 0.89 1.017
H -1.82 1.90 -2.05 0.344
H -2.25 -3.10 -5.80 0.348
H -0.24 -2.46 1.83 0.288
H -1.61 -3.16 0.92 0.420
H 2.84 1.77 1.86 -0.050
H -3.64 -1.30 -0.38 0.320
H -0.16 -1.83 -1.09 0.640
H -0.02 0.79 4.71 0.426
H 2.80 3.50 1.33 0.481
H -3.39 2.98 1.09 0.355
H 6.13 0.76 5.43 0.389
```

Summary:
- Electronic energy: -60165.792 eV
- Kohn-Sham gap (alpha / beta): 4.468 / 4.467 eV
- Multiplicity: 1
- Net charge: +1
- E_HOMO (alpha / beta): -0.288 / -0.288 hartree
- Relative energy (zero: lowest compared OMol25 entry of this formula, charge and spin): 10.3 kcal/mol
- LUMO (alpha / beta): -3.36 / -3.36 eV

[3]
Below is a molecular structure, C33H48BrF7NbO26P, with properties calculated with ωB97M-V/def2-TZVPD.

Geometry as XYZ:
```
117
Properties=species:S:1:pos:R:3:mulliken_charge:R:1
Nb 3.19 0.85 -3.86 -1.493
Br 4.07 4.06 -6.56 -0.261
P 0.18 0.61 0.04 1.665
F -3.58 -6.64 10.85 -0.297
F -4.89 -4.80 5.84 -0.329
F -0.88 -2.86 -2.96 -0.072
F -5.93 -5.18 -2.65 -0.317
F 4.46 -1.70 5.19 -0.307
F -2.56 -1.02 3.61 -0.363
F 1.74 9.85 -5.97 -0.286
O -3.85 -3.15 1.84 -0.505
O -3.51 -3.22 8.00 -0.502
O 4.29 0.16 3.92 -0.284
O 1.75 8.99 -2.64 -0.339
O -1.36 0.22 -0.19 -0.834
O -1.98 -3.02 -4.93 -0.178
O 6.18 -0.02 2.73 -0.320
O 0.01 1.91 0.95 -0.472
O -4.82 -1.19 -1.04 -0.468
O -2.52 2.60 6.19 -0.572
O -5.28 -2.38 3.42 -0.311
O 2.63 -2.19 -3.47 -0.631
O 2.45 6.85 -2.76 -0.421
O -0.28 -2.84 -6.36 -0.349
O 4.93 1.85 2.55 -0.459
O 4.53 -1.77 -4.47 -0.652
O -2.73 0.58 5.19 -0.279
O 2.05 8.04 -4.66 -0.251
O -2.38 2.41 3.95 -0.344
O -5.77 -3.12 -1.75 -0.316
O -3.78 -2.47 -2.59 -0.079
O -2.52 -5.24 7.88 -0.281
O -3.90 -4.79 9.59 -0.316
O -4.01 -4.18 3.86 -0.318
O -2.39 -2.87 -7.15 -0.606
O 0.83 -0.51 0.70 -0.861
C 1.17 2.67 1.33 -0.550
C -4.78 -2.16 -1.72 0.528
C -5.69 -2.88 4.69 -0.525
C -1.53 -1.06 -0.80 0.316
C -0.80 -3.38 -4.20 0.138
C 1.29 9.21 -4.86 0.287
C -4.06 -3.77 -3.10 -0.392
C 5.38 1.19 -3.35 -0.645
C -2.45 -6.35 8.77 -0.423
C -3.32 -4.30 8.44 0.711
C 2.03 1.94 2.32 -0.672
C 3.51 -1.41 -3.95 0.766
C -2.33 1.29 3.05 0.206
C 2.47 0.84 -1.68 -1.053
C -4.33 -3.23 2.92 0.615
C 5.63 1.57 -1.88 -1.047
C -1.61 -2.90 -6.24 0.475
C -2.54 1.93 5.20 0.546
C 4.65 -1.20 3.94 0.347
C 2.12 7.85 -3.29 0.582
C -4.51 -3.72 5.10 0.435
C 6.12 -1.16 3.57 -0.492
C -3.72 -6.19 9.57 0.321
C 2.86 3.13 -4.09 -0.868
C 2.48 3.51 -5.52 0.281
C 0.30 -2.77 -5.03 0.107
C -3.04 0.22 3.85 0.472
C 0.94 0.92 -1.58 0.130
C 5.12 0.78 3.02 0.689
C 1.56 10.01 -3.61 -0.445
C -1.73 -2.17 0.22 -1.237
C 1.47 4.63 -5.60 -1.365
C -5.55 -3.90 -2.90 0.320
H 4.02 -1.75 3.23 0.306
H -0.81 -2.73 0.25 0.404
H 0.61 1.86 -1.99 0.351
H 1.46 0.67 -4.52 0.025
H -4.13 0.21 3.73 0.278
H 0.24 8.93 -5.01 0.295
H 1.78 5.50 -5.04 0.150
H -6.15 -3.50 -3.72 0.305
H 2.85 1.74 -1.21 0.239
H -0.73 -1.34 -1.45 0.158
H 0.53 4.25 -5.22 0.367
H 1.34 4.92 -6.64 0.475
H 6.75 -1.00 4.45 0.272
H -0.75 -4.47 -4.13 0.080
H 1.24 -3.32 -4.97 0.394
H 3.71 0.88 -5.63 -0.032
H 2.07 2.65 -6.02 0.381
H -2.82 1.51 2.11 0.255
H 6.66 1.82 -1.67 0.467
H -4.60 -6.66 9.12 0.262
H -1.29 1.03 2.85 -0.289
H 1.38 1.33 2.95 0.148
H -1.87 -1.79 1.21 -0.010
H -2.40 -7.29 8.22 0.262
H 0.78 3.54 1.84 0.411
H -1.56 -6.26 9.40 0.284
H 2.72 1.27 1.85 0.089
H 6.45 -2.05 3.05 0.282
H -3.73 -3.18 5.63 0.302
H -3.50 -4.51 -2.53 0.218
H 0.73 10.66 -3.33 0.261
H 5.79 2.00 -3.95 0.332
H -2.51 -2.85 -0.07 0.337
H 3.80 3.65 -3.89 0.527
H -2.42 -1.00 -1.40 0.266
H -5.90 -2.07 5.38 0.284
H 2.13 3.53 -3.38 0.193
H 1.72 3.06 0.49 0.234
H 5.96 0.31 -3.55 0.529
H 5.33 0.77 -1.23 0.228
H -3.77 -3.84 -4.15 0.260
H 2.85 -0.04 -1.17 0.838
H 5.04 2.43 -1.58 0.157
H 2.46 10.61 -3.70 0.275
H 0.50 -1.73 -4.77 -0.181
H -6.59 -3.49 4.56 0.293
H 0.58 0.17 -2.27 -0.079
H 2.54 2.61 2.99 0.565
```

Summary:
- Electronic energy: -188135.876 eV
- Kohn-Sham gap: 2.936 eV
- Multiplicity: 1
- Net charge: -2
- E_HOMO: -0.013 hartree
- LUMO: 2.59 eV

[4]
Below is a molecular structure, C33H48CoN9OS2, with properties calculated with ωB97M-V/def2-TZVPD.

Geometry as XYZ:
```
94
Properties=species:S:1:pos:R:3:lowdin_spin:R:1
Co 0.49 -0.30 -0.18 1.083
S -2.72 1.49 -0.77 0.000
S 0.47 2.20 -0.84 0.001
O 2.27 0.01 -1.47 0.000
N -1.24 -1.30 -0.06 -0.004
N 2.21 1.25 2.55 0.001
N -1.77 -1.55 -2.33 0.000
N -2.80 -2.93 -0.93 -0.001
N -0.35 4.67 -0.63 0.001
N 0.50 1.39 3.95 0.001
N 4.11 -1.03 -2.22 0.002
N -3.02 4.02 -0.11 0.000
N 0.30 0.05 1.93 0.014
C -6.48 6.24 -2.37 0.000
C -5.06 4.56 -1.38 0.000
C -1.51 -1.55 1.35 0.000
C 3.01 1.10 1.36 0.002
C 1.88 9.13 0.02 0.000
C -1.06 -0.39 2.23 0.000
C -0.71 3.36 -0.64 0.000
C 1.43 6.85 0.65 0.000
C -2.51 5.37 0.11 0.000
C -5.26 4.73 -3.78 0.000
C 2.33 -2.33 -1.14 -0.012
C -2.52 -2.43 -3.20 0.000
C -5.94 5.63 -1.25 0.000
C -4.48 3.90 -0.15 0.000
C -0.87 -0.60 -2.93 0.011
C -1.90 -1.89 -1.00 0.001
C 1.59 2.13 4.59 0.000
C -1.41 5.66 -0.85 0.000
C 0.93 0.82 2.76 0.004
C 1.71 8.16 1.01 0.000
C -0.51 0.91 4.89 0.000
C -6.14 5.79 -3.64 0.000
C 1.51 7.46 -1.67 0.000
C -3.43 -3.17 -2.23 0.000
C 1.79 8.77 -1.32 0.000
C 1.01 5.06 -1.06 0.000
C -3.44 -3.54 0.21 0.000
C 1.33 6.49 -0.69 0.000
C -4.72 4.12 -2.66 0.000
C -2.19 3.03 -0.48 0.000
C 2.60 2.30 3.48 0.000
C 2.91 -1.04 -1.62 0.001
C 1.43 -2.01 0.06 -0.099
H 1.93 9.52 -2.09 0.000
H -2.13 5.46 1.14 0.000
H -1.78 5.61 -1.88 0.000
H -1.16 -0.77 3.24 0.000
H 1.74 -2.73 -1.97 0.000
H 4.50 -0.17 -2.56 0.000
H 2.09 10.15 0.30 0.000
H -7.17 7.07 -2.25 0.000
H 1.23 3.07 4.99 0.000
H -4.04 3.28 -2.77 0.000
H 2.01 1.55 5.42 0.000
H 2.53 3.28 3.00 0.000
H -1.01 6.65 -0.67 0.000
H 1.43 7.18 -2.71 0.000
H -4.25 -2.93 0.62 0.000
H -1.41 0.03 -3.63 0.000
H 4.63 -1.88 -2.34 0.000
H -2.58 -1.65 1.53 0.000
H 1.70 4.38 -0.59 0.000
H -6.21 5.99 -0.26 0.000
H -4.99 4.38 -4.76 0.000
H -1.52 1.01 4.50 0.000
H 1.10 4.92 -2.14 0.000
H -2.73 -3.78 1.00 0.000
H -1.76 0.44 2.09 0.000
H -0.44 1.54 5.78 0.000
H 2.04 -1.84 0.95 -0.005
H 1.79 8.43 2.05 0.000
H 3.16 2.07 0.87 0.000
H -0.07 -1.12 -3.48 0.000
H -0.34 -0.12 5.20 0.000
H -0.43 0.04 -2.18 0.005
H -4.45 -2.77 -2.24 0.000
H -1.00 -2.46 1.68 0.000
H 3.98 0.68 1.61 0.000
H -1.85 -3.11 -3.74 0.000
H -6.57 6.27 -4.51 0.000
H 1.30 6.10 1.42 0.000
H -4.87 4.40 0.75 0.000
H -3.32 6.08 -0.02 0.000
H 3.62 2.15 3.81 0.000
H 3.10 -3.06 -0.90 -0.004
H -3.88 -4.48 -0.12 0.000
H -3.47 -4.24 -2.43 0.000
H -3.08 -1.85 -3.93 0.000
H 0.77 -2.86 0.26 -0.004
H -4.73 2.85 -0.10 0.000
H 2.51 0.45 0.66 0.001
```

Summary:
- Electronic energy: -109751.440 eV
- Kohn-Sham gap (alpha / beta): 7.136 / 6.957 eV
- Multiplicity: 2
- Net charge: +1
- E_HOMO (alpha / beta): -0.367 / -0.361 hartree
- Relative energy (zero: lowest compared OMol25 entry of this formula, charge and spin): 22.2 kcal/mol
- LUMO (alpha / beta): -2.85 / -2.85 eV

[5]
Below is a molecular structure, C33H49As2N2O13PRuSe2, with properties calculated with ωB97M-V/def2-TZVPD.

Geometry as XYZ:
```
103
Properties=species:S:1:pos:R:3:lowdin_spin:R:1
Ru 0.03 2.32 0.39 2.376
Se -0.25 4.64 -0.13 0.092
Se -1.88 1.55 -0.79 0.184
As -0.08 -4.22 2.97 0.026
As 0.10 -2.32 -0.39 0.019
P 0.08 2.69 -4.22 0.001
O 0.58 1.89 -3.07 0.003
O 1.92 1.26 -0.32 0.079
O 1.89 -5.55 -1.42 0.004
O -0.09 -7.14 0.26 -0.001
O 2.10 -1.62 3.10 0.102
O 1.05 -6.87 2.17 0.001
O -0.05 0.72 1.79 0.089
O -4.48 6.10 0.86 0.000
O -2.05 -0.61 2.13 0.070
O -0.09 -4.85 -2.24 0.002
O -2.89 -2.47 3.09 0.023
O -1.92 2.86 2.14 0.056
O 2.65 -1.90 0.93 0.022
N 2.58 1.13 -1.43 0.001
N 1.56 2.79 1.90 0.012
C 1.17 -8.29 2.25 0.000
C 0.19 -5.44 -3.51 0.000
C 0.55 2.01 -5.82 0.000
C -1.85 -2.52 -0.48 0.000
C -2.14 4.91 -0.51 0.016
C -0.63 -2.45 2.40 0.146
C -4.09 -1.74 3.25 0.001
C 0.37 -1.97 1.50 0.351
C 0.41 -4.27 -0.04 0.032
C -1.77 -5.22 3.15 0.018
C -1.86 -1.81 2.49 0.073
C 3.84 2.07 -3.20 -0.001
C 1.74 -1.83 1.95 0.077
C -3.40 2.72 -0.37 0.025
C 2.47 3.76 1.78 0.005
C 3.57 3.06 3.77 0.000
C -4.50 4.82 0.23 0.001
C 4.00 -1.73 1.34 0.001
C 0.56 0.91 3.05 0.004
C 3.10 2.21 -2.04 0.009
C 3.45 -0.28 -3.12 -0.001
C -1.72 2.83 -4.28 0.006
C -2.80 3.93 1.79 0.004
C -3.15 4.07 0.29 0.003
C 0.68 4.39 -4.22 0.002
C 2.74 -0.10 -1.95 0.011
C 1.62 1.96 2.94 0.000
C 0.38 -6.41 1.09 0.002
C 4.02 0.81 -3.75 0.010
C 2.63 2.07 3.90 0.000
C 0.84 -4.99 -1.27 0.007
C 3.49 3.93 2.68 0.001
C 0.26 -4.92 1.11 0.000
H -2.07 -2.91 -1.47 -0.001
H -4.80 -2.44 3.70 0.000
H -4.75 5.01 -0.82 0.000
H 2.36 4.41 0.92 0.001
H 4.21 4.73 2.54 0.000
H -3.95 -0.88 3.91 0.001
H 0.18 4.99 -4.98 0.000
H -3.74 3.80 2.35 0.001
H 2.25 -0.89 -1.39 0.000
H -5.28 4.19 0.65 0.000
H 4.16 -0.73 1.77 0.001
H -2.31 4.83 2.14 0.001
H 0.19 -8.76 2.15 0.000
H 1.82 -8.66 1.46 0.000
H 2.88 3.14 -1.56 0.000
H -4.09 2.13 0.23 0.004
H -2.36 2.01 1.99 0.001
H 1.23 -5.77 -3.56 0.000
H 1.75 4.40 -4.41 0.000
H -2.20 -3.23 0.27 0.001
H -0.47 -6.30 -3.64 0.000
H -0.19 1.24 3.78 0.001
H -4.43 5.98 1.81 0.000
H 4.37 3.17 4.49 0.000
H 4.59 0.69 -4.66 0.001
H -2.33 4.75 -1.58 0.003
H -2.04 3.36 -5.18 0.000
H -2.23 -4.97 4.11 0.000
H 3.56 -1.28 -3.51 0.000
H 0.12 1.02 -5.93 0.000
H -2.32 -1.55 -0.35 0.000
H -2.15 1.83 -4.27 0.001
H 0.49 4.81 -3.23 0.003
H -2.31 5.96 -0.30 0.000
H -0.90 0.11 1.93 0.003
H -4.48 -1.39 2.29 0.000
H -2.06 3.36 -3.39 0.003
H 1.59 -8.50 3.22 0.000
H -1.52 -6.28 3.15 0.003
H 2.66 1.36 4.72 0.000
H -3.89 2.90 -1.33 0.004
H 0.23 2.64 -6.65 0.000
H -0.01 -4.69 -4.27 0.000
H -2.47 -5.00 2.35 0.000
H 4.61 -1.85 0.44 0.000
H 0.99 -0.04 3.39 0.001
H 1.64 1.91 -5.84 0.000
H 4.26 2.96 -3.65 0.000
H 4.28 -2.47 2.09 0.001
```

Summary:
- Electronic energy: -328851.060 eV
- Kohn-Sham gap (alpha / beta): 6.536 / 5.825 eV
- Multiplicity: 5
- E_HOMO (alpha / beta): -0.231 / -0.243 hartree
- Relative energy (zero: lowest compared OMol25 entry of this formula, charge and spin): 0.0 kcal/mol
- LUMO (alpha / beta): 0.26 / -0.78 eV

The lowest electronic energy belongs to which entry?
C33H49As2N2O13PRuSe2